Record 1
9
Properties=species:S:1:pos:R:3:nbo_charge:R:1 method="wB97M-V/def2-TZVPD" smiles=PO[PH2]1OS1 energy_ha=-1233.69998 gap_ev=8.04
P -2.28 -0.73 0.04 0.725
O -0.60 -0.34 0.01 -1.138
P 0.90 0.17 -0.13 1.714
O 1.88 -0.88 0.44 -0.919
S 3.30 0.08 -0.14 -0.213
H -2.60 -0.06 1.39 -0.039
H -2.68 0.36 -0.69 -0.069
H 1.06 1.37 0.53 -0.014
H 1.03 0.02 -1.45 -0.046



Record 2
11
Properties=species:S:1:pos:R:3:nbo_charge:R:1 method="wB97M-V/def2-TZVPD" energy_ha=-2895.60487 gap_ev="8.15 / 6.67"
C -0.96 0.31 0.16 0.146
C 1.41 0.06 0.38 -0.050
C -1.71 -0.89 0.00 -0.806
N 2.02 1.18 -0.17 0.364
O 1.37 2.15 -0.52 -0.367
O 3.24 1.12 -0.05 -0.382
Br 1.84 -1.60 -0.23 0.173
H -1.38 1.24 0.51 0.160
H -2.19 -1.15 0.95 0.247
H -2.54 -0.70 -0.68 0.275
H -1.11 -1.72 -0.35 0.240



Record 3
18
Properties=species:S:1:pos:R:3:nbo_charge:R:1 method="wB97M-V/def2-TZVPD" smiles=NCN.O.O.O energy_ha=-380.52853 gap_ev=9.68
N -0.84 0.94 -0.86 -0.905
C 0.43 1.69 -0.81 -0.056
N 0.80 2.33 0.42 -0.837
H -0.99 0.46 0.03 0.384
H -1.67 1.50 -0.96 0.358
H 1.20 0.96 -1.08 0.159
H 0.41 2.43 -1.62 0.181
H 0.06 2.98 0.68 0.350
H 0.86 1.68 1.20 0.369
O 0.39 -2.42 0.99 -0.984
H 1.13 -3.03 1.05 0.479
H 0.09 -2.44 0.06 0.504
O -0.22 -1.87 -1.97 -0.964
H -0.68 -1.00 -1.96 0.502
H 0.68 -1.54 -1.80 0.460
O -0.51 0.02 2.03 -0.974
H 0.16 -0.53 1.61 0.494
H -1.01 -0.63 2.54 0.481



Record 4
53
Properties=species:S:1:pos:R:3:nbo_charge:R:1 method="wB97M-V/def2-TZVPD" energy_ha=-1793.22491 spin_multiplicity=3 s2=2.032 total_charge=+3 gap_ev="6.42 / 5.42"
W -0.42 -0.90 0.34 0.863
P -1.25 1.32 0.18 1.163
C -2.26 0.10 -0.74 -0.752
C -1.86 -0.54 -1.98 0.230
N -0.70 -1.21 -1.74 -0.593
C 0.17 -1.57 -2.69 0.269
C -0.31 -1.53 -4.00 -0.216
C -1.62 -1.11 -4.26 -0.060
C -2.43 -0.65 -3.23 -0.214
C 1.54 -1.89 -2.11 -0.736
P 1.63 -1.80 -0.26 1.012
H -3.47 -0.34 -3.32 0.272
H 0.34 -1.85 -4.79 0.268
H -2.02 -1.10 -5.26 0.277
H 1.85 -2.91 -2.38 0.290
H 2.31 -1.19 -2.49 0.291
H -3.57 -1.26 0.97 0.433
H -3.33 0.21 -0.56 0.308
H -2.81 -2.14 2.71 0.477
O -4.20 -1.95 1.22 -0.889
H -3.82 -2.75 0.78 0.481
H -0.48 -1.54 1.80 -0.101
O -2.08 -2.36 3.27 -0.911
H -1.88 -1.49 3.72 0.468
C 1.55 -3.56 0.26 -0.923
H 1.76 -4.24 -0.58 0.292
H 2.29 -3.70 1.06 0.296
H 0.54 -3.77 0.66 0.268
C 3.29 -1.18 0.16 -0.931
H 3.28 -0.77 1.19 0.263
H 4.03 -1.99 0.12 0.296
H 3.60 -0.37 -0.51 0.275
C -0.74 2.38 -1.16 -0.930
H -1.38 3.27 -1.14 0.299
H 0.32 2.64 -1.03 0.276
H -0.89 1.85 -2.11 0.276
C -2.28 2.20 1.36 -0.930
H -1.69 2.38 2.27 0.281
H -2.58 3.16 0.90 0.304
H -3.16 1.60 1.60 0.298
O 1.62 1.75 0.76 -0.630
B 0.54 0.90 1.32 0.667
O 0.57 1.08 2.80 -0.619
C 1.59 1.93 3.04 0.427
C 1.92 2.53 4.25 -0.285
C 2.93 3.50 4.23 -0.048
C 3.56 3.88 3.04 -0.037
C 3.22 3.27 1.83 -0.263
C 2.21 2.32 1.84 0.334
H 1.39 2.25 5.15 0.283
H 3.20 3.97 5.17 0.276
H 4.33 4.67 3.06 0.280
H 3.70 3.50 0.89 0.274



Record 5
6
Properties=species:S:1:pos:R:3:nbo_charge:R:1 method="wB97M-V/def2-TZVPD" smiles="O=S([O-])#[PH2]" energy_ha=-891.19760 total_charge=-1 gap_ev=7.41
O 2.78 1.50 -0.49 -1.045
S 2.42 -0.04 0.30 1.195
O 3.36 -1.10 -0.08 -1.010
P 0.42 -0.63 -0.66 -0.077
H 0.06 0.70 -0.69 -0.014
H -0.06 -0.76 0.65 -0.049



Record 6
108
Properties=species:S:1:pos:R:3:lowdin_charge:R:1 method="wB97M-V/def2-TZVPD" energy_ha=-2416.53698 total_charge=+3 gap_ev=10.24
C 0.30 -0.44 0.21 -0.708
F 0.85 -1.57 0.03 0.155
F -0.92 -0.64 0.72 0.127
F 1.05 0.16 1.10 0.125
S 0.24 0.60 -1.50 0.506
O 0.45 1.95 -1.03 -0.338
O 1.31 0.04 -2.30 -0.316
O -1.11 0.47 -2.12 -0.344
C 5.21 0.60 3.04 -0.065
C 5.15 1.90 2.23 -0.128
N 4.87 1.48 0.84 -0.070
C 3.66 1.60 0.16 0.014
C 3.90 1.21 -1.16 0.031
N 5.28 0.92 -1.21 -0.069
C 5.85 1.01 0.05 0.021
C 5.95 0.48 -2.49 0.039
H 4.27 0.08 3.20 0.043
H 5.46 0.77 4.09 0.087
H 5.91 -0.18 2.74 0.085
H 6.07 2.49 2.32 0.133
H 4.42 2.62 2.58 0.131
H 2.69 1.91 0.52 0.115
H 3.24 1.05 -2.00 0.109
H 6.89 0.87 0.30 0.173
H 5.30 0.06 -3.26 0.104
H 6.71 -0.25 -2.22 0.098
H 6.41 1.39 -2.88 0.104
C -1.12 -3.88 1.30 -0.092
C 0.12 -4.26 2.07 -0.191
C 0.92 -3.10 2.73 -0.094
N 2.14 -3.46 3.59 -0.271
C 3.04 -4.43 2.84 0.044
C 1.71 -3.92 4.97 -0.072
C 1.46 -2.68 5.78 -0.162
C 2.24 -1.59 5.13 -0.169
C 2.97 -2.22 3.98 -0.097
H -0.99 -3.15 0.50 0.027
H -1.95 -3.45 1.87 0.094
H -1.51 -4.74 0.76 0.092
H 0.86 -4.68 1.39 0.111
H -0.24 -4.96 2.82 0.118
H 0.34 -2.52 3.45 0.136
H 1.29 -2.47 1.93 0.104
H 2.52 -5.38 2.92 0.114
H 4.06 -4.51 3.21 0.116
H 2.96 -4.06 1.81 0.108
H 2.65 -4.32 5.36 0.147
H 0.91 -4.64 4.82 0.142
H 1.86 -2.67 6.79 0.136
H 0.42 -2.37 5.82 0.126
H 2.93 -1.20 5.89 0.131
H 1.50 -0.83 4.88 0.124
H 3.94 -2.59 4.31 0.140
H 3.02 -1.72 3.01 0.119
C -2.80 1.48 -5.57 -0.065
C -2.50 -0.07 -5.45 -0.218
C -3.37 -0.66 -4.40 -0.131
N -3.03 -2.17 -4.10 -0.191
C -3.31 -3.04 -5.34 0.035
C -3.92 -2.68 -2.97 -0.130
C -3.06 -3.36 -1.98 -0.174
C -1.73 -2.70 -2.07 -0.182
C -1.61 -2.39 -3.52 -0.068
H -2.25 1.88 -6.43 0.083
H -2.38 1.96 -4.69 0.057
H -3.87 1.69 -5.66 0.082
H -1.45 -0.11 -5.18 0.109
H -2.70 -0.45 -6.45 0.114
H -4.43 -0.42 -4.46 0.147
H -3.08 -0.17 -3.48 0.104
H -2.51 -3.04 -6.09 0.108
H -4.23 -2.70 -5.82 0.116
H -3.33 -4.06 -4.97 0.106
H -4.78 -3.18 -3.42 0.144
H -4.39 -1.83 -2.48 0.133
H -2.93 -4.38 -2.35 0.133
H -3.71 -3.27 -1.11 0.140
H -0.94 -3.31 -1.63 0.124
H -1.84 -1.79 -1.48 0.097
H -1.31 -3.33 -3.98 0.139
H -0.96 -1.56 -3.78 0.117
C -4.08 2.98 -2.20 -0.070
C -2.99 2.86 -1.13 -0.222
C -3.38 3.82 -0.01 -0.101
N -2.18 4.10 0.94 -0.241
C -1.64 2.78 1.62 0.065
C -1.02 4.86 0.19 -0.068
C -0.50 5.88 1.18 -0.149
C -1.33 5.86 2.48 -0.123
C -2.62 5.05 2.08 -0.079
H -3.81 2.42 -3.10 0.046
H -4.32 3.99 -2.52 0.087
H -5.03 2.66 -1.76 0.083
H -2.05 3.10 -1.62 0.100
H -2.82 1.85 -0.74 0.097
H -4.12 3.48 0.71 0.139
H -3.56 4.86 -0.31 0.129
H -0.98 3.08 2.44 0.103
H -1.13 2.25 0.81 0.061
H -2.54 2.31 2.00 0.106
H -0.35 4.25 -0.42 0.114
H -1.54 5.47 -0.56 0.127
H 0.52 5.70 1.53 0.116
H -0.65 6.88 0.79 0.124
H -0.83 5.37 3.31 0.104
H -1.55 6.87 2.84 0.122
H -3.15 4.45 2.82 0.132
H -3.36 5.70 1.60 0.128



Record 7
99
Properties=species:S:1:pos:R:3:mulliken_spin:R:1 method="wB97M-V/def2-TZVPD" energy_ha=-3840.20700 spin_multiplicity=3 s2=2.010 gap_ev="6.19 / 5.62"
O -0.99 -3.40 -3.13 -0.032
O -2.60 -2.95 -5.61 0.000
C 0.27 -3.87 -3.71 -0.007
C 1.40 -3.74 -2.72 0.084
H 0.43 -3.26 -4.60 0.000
H 0.13 -4.91 -4.02 -0.006
H 1.30 -2.97 -1.93 -0.009
H 2.31 -3.51 -3.29 -0.004
H 1.58 -4.71 -2.25 -0.001
C -1.89 -4.43 -2.65 0.000
C -2.12 -5.51 -3.69 0.006
H -2.82 -3.92 -2.41 0.003
H -1.47 -4.85 -1.73 0.003
H -2.26 -5.09 -4.69 0.000
H -3.03 -6.06 -3.42 -0.001
H -1.31 -6.24 -3.68 0.000
C -3.63 -2.30 -4.88 -0.010
C -1.68 -2.01 -6.14 0.003
C -4.73 -3.29 -4.59 0.001
H -4.04 -1.45 -5.46 0.000
H -3.21 -1.90 -3.93 0.008
H -5.18 -3.62 -5.53 0.000
H -5.51 -2.81 -3.99 0.000
H -4.35 -4.16 -4.05 0.000
C -0.77 -2.72 -7.12 0.000
H -1.09 -1.58 -5.31 -0.004
H -2.21 -1.19 -6.65 0.000
H -0.22 -3.53 -6.64 0.000
H -0.06 -2.00 -7.54 0.000
H -1.36 -3.13 -7.95 0.000
H 1.40 1.49 -0.04 0.068
N 2.01 1.90 1.35 0.020
C 1.59 2.94 2.06 -0.005
C 0.51 3.74 1.64 -0.003
C -0.67 3.24 1.06 -0.007
C 2.30 3.30 3.33 0.002
H 3.33 3.64 3.14 0.000
H 2.34 2.45 4.03 0.000
H 1.75 4.12 3.82 0.000
C -1.63 4.26 0.52 -0.002
H -1.69 5.11 1.21 0.000
H -2.64 3.84 0.40 0.000
H -1.28 4.64 -0.45 0.000
N -0.89 1.95 1.00 0.011
C 3.05 1.03 1.73 0.004
C 4.40 1.31 1.40 0.004
C 4.78 2.59 0.73 0.001
C 5.37 0.35 1.68 -0.003
H 6.40 0.57 1.40 0.000
C 5.04 -0.85 2.31 0.003
H 5.82 -1.58 2.53 0.000
C 3.72 -1.11 2.66 -0.002
H 3.44 -2.03 3.17 0.000
C 2.71 -0.18 2.37 -0.005
C 1.29 -0.47 2.74 -0.006
C -1.99 1.18 1.20 0.009
C -2.76 0.69 0.09 -0.001
C -2.65 1.32 -1.25 -0.004
C -3.54 -0.44 0.26 0.005
H -4.08 -0.83 -0.60 -0.001
C -3.62 -1.08 1.50 0.002
H -4.21 -1.99 1.61 0.001
C -2.98 -0.53 2.62 -0.010
H -3.09 -0.99 3.60 0.000
C -2.22 0.63 2.50 0.009
C -1.60 1.28 3.70 -0.001
Ni -0.45 -2.47 -1.84 1.022
H 4.64 2.55 -0.36 0.000
H 5.85 2.78 0.91 0.000
H 4.22 3.45 1.11 0.000
H 1.09 -0.27 3.80 -0.001
H 1.04 -1.52 2.54 -0.003
H 0.61 0.15 2.14 0.012
H -3.65 1.55 -1.65 -0.001
H -2.17 0.65 -1.98 0.004
H -2.07 2.25 -1.22 0.002
H -0.51 1.22 3.68 0.001
H -1.95 0.78 4.61 0.000
H -1.87 2.34 3.77 0.000
H 0.55 4.80 1.87 0.000
C 2.00 1.86 -1.35 0.062
Si 1.37 2.53 -3.08 0.012
H 2.19 2.79 -0.80 0.014
H 2.95 1.31 -1.45 -0.011
C 2.90 2.56 -4.16 0.003
C 0.68 4.22 -2.67 0.000
C 0.06 1.43 -3.82 -0.011
H -0.03 0.48 -3.29 0.014
H 0.33 1.22 -4.87 0.000
H -0.92 1.93 -3.82 0.002
H 3.73 2.00 -3.71 0.000
H 3.22 3.60 -4.32 0.000
H 2.66 2.12 -5.13 0.000
H 1.16 4.66 -1.78 0.000
H -0.40 4.17 -2.50 0.000
H 0.87 4.89 -3.52 0.000
S -0.25 -1.29 -0.12 0.138
C 0.63 -0.19 -0.99 0.747
N 0.92 1.04 -0.88 -0.130



Record 8
61
Properties=species:S:1:pos:R:3:nbo_charge:R:1 method="wB97M-V/def2-TZVPD" energy_ha=-1715.18768 spin_multiplicity=4 s2=3.800 gap_ev="3.75 / 5.41"
P 0.10 -1.82 -5.15 1.546
P -0.13 1.99 -5.25 1.017
C -0.34 -0.60 -6.45 -0.749
C 0.37 0.76 -6.58 -0.726
H -1.45 -0.49 -6.42 0.248
H -0.14 -1.17 -7.39 0.238
H 1.45 0.61 -6.55 0.226
H 0.10 1.20 -7.54 0.229
C -1.54 2.88 -5.94 -0.992
H -1.87 3.60 -5.18 0.255
H -2.36 2.18 -6.17 0.242
H -1.22 3.39 -6.86 0.219
C 1.31 3.06 -5.48 -0.966
H 1.14 3.70 -6.36 0.223
H 2.26 2.51 -5.61 0.239
H 1.43 3.71 -4.61 0.244
C -1.19 -3.07 -5.47 -0.963
H -1.24 -3.83 -4.67 0.272
H -0.93 -3.57 -6.41 0.251
H -2.18 -2.61 -5.57 0.264
C 1.63 -2.66 -5.67 -0.968
H 2.40 -1.92 -5.86 0.253
H 1.45 -3.25 -6.59 0.234
H 1.96 -3.31 -4.86 0.258
Pt -0.31 -1.17 -0.53 0.454
C 0.39 2.40 -2.74 -0.225
C -0.85 1.98 -2.25 -0.155
C -1.89 1.14 -2.89 -0.468
C -1.74 -0.42 -3.12 -0.423
C -0.54 -1.23 -2.67 -0.679
C 0.72 -1.16 -3.49 -0.428
C 1.26 0.23 -3.71 -0.495
C 1.56 1.28 -2.62 -0.457
C 0.46 -2.62 0.53 -0.810
H 0.68 3.45 -2.78 0.191
H -0.98 2.03 -1.17 0.200
H -2.14 1.59 -3.88 0.195
H -2.82 1.24 -2.28 0.218
H -2.63 -0.84 -2.60 0.238
H -1.88 -0.60 -4.21 0.122
H -0.81 -2.28 -2.58 0.213
H 1.47 -1.89 -3.17 0.237
H 0.34 0.66 -4.27 0.215
H 2.07 0.18 -4.46 0.184
H 1.65 0.73 -1.67 0.269
H 2.47 1.82 -2.88 0.204
H 1.44 -2.25 0.91 0.190
H 0.56 -3.40 -0.28 0.173
H -0.32 -2.85 1.28 0.197
O 0.56 0.46 0.51 -0.616
N 0.06 0.73 1.75 -0.037
C -1.26 0.58 1.96 -0.084
C -1.76 0.56 3.26 -0.215
C -0.88 0.79 4.34 -0.302
C 0.46 1.07 4.07 -0.247
C 0.88 1.12 2.76 -0.039
H -1.88 0.37 1.09 0.225
H -2.82 0.34 3.41 0.218
H -1.24 0.72 5.36 0.207
H 1.18 1.25 4.86 0.218
H 1.93 1.32 2.45 0.219



Record 9
37
Properties=species:S:1:pos:R:3:nbo_charge:R:1 method="wB97M-V/def2-TZVPD" energy_ha=-2625.76385 spin_multiplicity=3 s2=2.006 total_charge=-1 gap_ev="7.68 / 6.00"
Pd 0.09 -0.42 -0.15 1.381
N -3.75 -1.05 -0.26 -0.745
C -2.54 -1.93 -0.01 -0.591
C -2.92 -3.39 0.20 -0.651
P -1.57 -1.88 -1.63 2.294
O -2.92 -2.09 -2.58 -1.046
O -0.67 -3.02 -1.83 -1.071
O -1.14 -0.44 -1.89 -1.103
P -1.85 -1.10 1.57 2.310
O -2.45 -2.08 2.72 -1.005
O -0.37 -1.02 1.83 -1.052
O -2.67 0.16 1.56 -1.106
H -3.81 -0.77 -1.24 0.444
H -3.52 -0.20 0.43 0.484
H -4.61 -1.50 0.02 0.407
H -3.44 -3.78 -0.67 0.221
H -3.54 -3.52 1.09 0.220
H -2.00 -3.97 0.32 0.267
H -2.65 -2.70 -3.28 0.513
H -1.71 -2.55 3.14 0.512
F 2.42 -1.00 -0.65 -0.591
B 2.51 -2.34 -0.12 1.350
F 1.16 -2.60 0.34 -0.587
F 3.37 -2.37 0.96 -0.560
F 2.88 -3.22 -1.10 -0.555
F -0.66 6.50 -1.62 -0.307
C -0.26 5.28 -1.23 0.220
C -1.18 4.29 -0.94 0.252
F -2.49 4.55 -1.05 -0.305
C -0.75 3.05 -0.52 0.280
F -1.68 2.14 -0.21 -0.318
C 0.61 2.69 -0.38 0.242
O 1.05 1.53 0.01 -0.720
C 1.50 3.74 -0.67 0.256
F 2.82 3.53 -0.55 -0.300
C 1.08 4.99 -1.09 0.262
F 1.99 5.94 -1.36 -0.304



Record 10
15
Properties=species:S:1:pos:R:3:nbo_charge:R:1 method="wB97M-V/def2-TZVPD" energy_ha=-470.41949 total_charge=+1 gap_ev=8.25
C -0.63 1.93 0.56 0.735
C 1.65 0.16 0.03 0.425
C -4.14 -0.75 0.43 1.078
C 0.31 -0.03 -0.54 -0.283
N -0.78 0.86 -0.05 -0.742
N 1.86 1.13 0.89 -0.657
N 2.55 -0.80 -0.23 -0.767
O -5.14 -0.98 0.90 -0.408
O -3.12 -0.45 -0.01 -0.613
H 0.33 0.23 -1.63 0.262
H 0.14 -1.12 -0.45 0.277
H -1.76 0.41 -0.19 0.530
H 2.73 1.05 1.33 0.366
H 2.58 -1.12 -1.16 0.398
H 3.42 -0.52 0.14 0.400